Entry 1:
This record from OMol25 describes a 2-piece molecular cluster, C31H37ClF9N3O3 overall at a distorted geometry. The level of theory is ωB97M-V with the def2-TZVPD basis set.

Properties
Frontier orbital gap   1.715 eV
Relative energy (zero: lowest compared OMol25 entry of this formula, charge and spin)   1142.7 kJ/mol
Net charge   0
Spin multiplicity   1

Each line ends with the Mulliken charge.
Atoms and positions in Å:
C -0.747 -4.636 1.354  1.79
C 1.969 2.917 -2.350  -0.02
H -1.870 -6.251 0.385  0.53
C -4.934 1.580 -1.024  -0.30
H 0.915 0.906 -0.099  0.33
H -1.819 -6.482 4.635  0.54
C -1.319 -6.053 3.754  -1.18
H -1.401 -0.303 -1.833  0.26
F 5.742 -0.398 -3.705  -0.30
C -3.171 3.087 -2.489  -0.29
H -0.170 -0.530 0.475  0.22
H 0.632 -4.582 4.992  0.40
H -0.297 -6.453 3.786  0.34
C -0.560 3.015 -1.566  0.07
H -6.028 1.172 -0.799  0.28
F 2.797 -0.915 -5.275  -0.24
C 3.202 2.134 -3.137  -1.22
C -2.000 -6.592 2.501  -0.66
H 3.026 0.474 -1.464  -0.08
C 0.516 -0.142 -0.420  -1.13
H 1.443 -4.684 1.127  0.36
N -0.862 -3.863 2.603  0.65
O 1.779 6.467 1.496  -0.08
H -3.055 -6.801 2.714  0.35
C 3.801 0.844 -2.258  0.21
F 3.083 -2.680 -3.391  -0.21
O 0.916 7.677 -0.481  -0.50
H -1.550 -7.560 2.246  0.32
H -2.666 -2.870 4.279  0.39
Cl -1.061 1.135 -4.350  -0.18
C -1.864 4.556 1.539  -0.11
H -3.992 0.379 0.899  0.34
H 0.800 -6.111 1.941  0.33
C -2.135 2.468 -1.398  -0.05
H -2.669 5.055 -0.533  0.28
H 0.122 -1.277 -2.351  0.50
H 5.599 3.377 -1.905  0.18
H -3.095 -4.385 5.077  0.37
C -2.681 -3.958 4.155  -1.67
F 6.106 4.846 -0.430  -0.30
O 0.127 -2.901 2.743  -0.65
H 1.451 -0.876 -0.432  0.39
C -1.266 -4.507 3.867  1.31
C -1.916 -5.653 1.304  -1.38
C 2.349 4.366 -1.597  0.38
H -1.503 6.398 0.071  0.46
N -2.350 1.563 -0.235  -0.14
H -2.865 -5.104 1.240  0.36
H 1.117 0.462 -3.541  -0.20
C 0.595 -5.377 1.156  -1.63
C -0.390 -4.204 5.117  -1.74
H -5.627 2.923 -3.043  0.34
C 3.390 -1.324 -3.952  0.29
H 4.799 1.272 -1.758  0.40
F -3.348 4.341 1.722  -0.34
C -4.763 2.600 -2.324  -0.42
H -0.337 -3.132 5.337  0.35
H -1.871 -3.093 0.262  0.46
C -1.630 5.231 0.027  -0.77
N 0.553 2.293 -2.301  0.27
H 0.597 -5.920 0.202  0.38
F 4.527 3.120 0.043  -0.25
F 4.109 5.306 -3.148  -0.31
F 1.241 7.517 2.117  -0.12
C 1.160 5.132 -0.770  0.00
H -2.844 3.828 -3.351  0.36
C -0.211 -0.233 -1.874  -0.25
H 4.121 2.791 -3.395  0.58
H 2.794 1.703 -4.174  0.51
C 3.854 4.989 -1.690  0.64
C 0.203 0.954 -2.950  0.14
H -0.117 -2.977 0.032  0.15
H -0.807 -4.685 6.011  0.39
C 1.271 6.522 0.087  0.13
C 4.296 -0.327 -3.311  0.04
F 4.098 6.276 -1.013  -0.28
H -1.483 5.250 2.401  0.28
H -3.382 -4.184 3.347  0.35
C -0.951 -3.679 0.149  -1.84
C 5.042 3.993 -1.057  0.27
H -1.035 -4.241 -0.790  0.42
H -1.388 3.466 1.557  0.20
C -0.366 4.469 -0.761  0.14
C -3.747 1.088 -0.026  -0.25

***

Entry 2:
This record from OMol25 describes C39H40N3O3SiY as an isolated structure. The level of theory is ωB97M-V with the def2-TZVPD basis set.

Properties
Frontier orbital gap   8.122 eV
Net charge   0
Spin multiplicity   1

Each line ends with the Mulliken charge.
Atoms and positions in Å:
H -0.252 -1.954 3.784  0.35
O 1.088 1.698 1.294  -0.67
H -3.785 0.853 1.316  0.58
C -3.222 4.930 -1.229  -0.48
H -4.644 6.319 -0.415  0.41
C 0.523 -2.692 1.422  -1.28
C -1.880 4.632 -1.473  0.35
H -3.988 4.234 -1.556  0.40
C -1.727 2.309 2.010  -0.76
C -0.920 5.557 -1.052  0.12
C 2.589 -1.257 -1.248  -0.29
C -3.669 1.380 -2.472  -0.03
O -0.250 -0.999 -1.745  -0.78
C 0.893 4.823 -5.265  -0.79
H -2.575 3.332 -5.002  0.37
H -0.816 5.320 -4.075  0.45
C -2.929 0.301 1.717  -1.35
H 0.188 -3.569 1.995  0.53
H 2.515 -3.348 1.366  0.38
H 3.901 -1.413 -3.511  0.36
C 0.582 -1.111 -2.740  0.11
H -1.755 -2.865 0.807  0.59
Si -1.351 3.007 -2.258  -1.96
C 0.981 2.470 -3.808  -0.04
H -0.526 7.441 -0.108  0.45
H 2.702 1.975 -4.988  0.46
N -1.710 1.097 1.593  0.50
C -3.596 6.105 -0.590  -0.73
H 1.020 1.541 -3.250  0.30
H 0.415 -2.925 0.362  0.39
H -2.167 -2.426 2.460  0.29
O -0.850 1.951 -1.158  2.02
H 2.999 -1.409 -5.814  0.40
H -3.403 1.089 -1.461  0.25
H 2.167 -2.438 2.819  0.39
H 2.696 3.658 1.469  0.43
C -3.203 2.641 -4.449  -0.29
H -6.009 0.788 -4.844  0.36
H -2.658 2.705 2.430  0.31
C 1.886 3.888 -5.522  -0.51
C -5.131 1.208 -4.368  -0.49
H -3.740 -1.500 0.883  0.70
H -5.419 0.133 -2.536  0.42
C 0.713 2.898 1.658  0.32
H 0.759 -0.604 3.200  0.24
C -2.769 -1.003 0.941  -0.16
C -0.029 3.395 -3.533  0.20
C -1.286 6.737 -0.423  -0.75
H 3.714 -1.371 1.004  0.50
C 1.683 3.920 1.745  -0.82
H -1.943 4.782 2.686  0.32
H 2.138 5.946 2.209  0.40
H -0.203 6.524 2.834  0.44
H 0.537 -1.242 -6.143  0.42
C -0.913 4.549 2.434  -0.60
C 1.991 -1.203 -2.564  1.03
H -0.975 -1.072 -4.206  0.43
C 1.931 2.709 -4.791  -0.59
C -2.626 7.013 -0.190  -0.55
N 2.003 -0.918 -0.161  0.39
H 2.625 4.079 -6.291  0.37
C 0.096 -1.152 -4.068  -0.54
C -0.052 4.577 -4.278  -0.13
C 1.362 5.191 2.158  -0.46
Y -0.066 0.366 -0.005  0.59
C 2.635 -1.210 1.112  -1.02
C -1.786 -2.030 1.509  -1.38
C 0.049 5.523 2.516  -0.90
H 0.859 5.746 -5.832  0.38
C -0.201 -1.105 3.091  -1.48
H -3.152 0.084 2.768  0.50
C 0.948 -1.242 -5.141  -0.53
C 2.337 -1.331 -4.962  -0.86
C -4.331 2.107 -5.058  -0.68
H -2.497 -0.771 -0.099  -0.18
H 0.132 5.353 -1.222  0.44
N -0.390 -1.559 1.704  1.69
H -2.914 7.936 0.300  0.38
H -0.970 -0.386 3.355  0.42
C 1.999 -2.461 1.740  -0.89
H -4.585 2.387 -6.072  0.39
C -2.852 2.294 -3.144  0.36
C -0.621 3.240 2.009  1.06
C -4.799 0.841 -3.072  -0.75
H 3.615 -1.641 -1.195  0.27
H 2.495 -0.341 1.758  0.13
C 2.833 -1.328 -3.683  -0.64

***

Entry 3:
This record from OMol25 describes a 2-piece molecular cluster, C4H11N3S overall at a distorted geometry. The level of theory is ωB97M-V with the def2-TZVPD basis set.

Properties
Frontier orbital gap (alpha / beta)   8.493 / 7.825 eV
Net charge   +2
Spin multiplicity   3

Each line ends with the Mulliken charge.
Atoms and positions in Å:
H 2.144 -2.462 0.198  0.27
C -0.226 3.268 0.480  -0.44
S -0.340 1.743 1.405  -0.04
N 1.505 -3.217 0.289  -0.32
H -0.997 3.406 -1.515  0.32
C -0.101 0.728 0.148  -0.01
C -0.168 2.947 -1.028  -0.45
H 0.290 -2.185 1.487  0.39
C 0.332 -3.051 0.878  0.19
H 0.782 3.353 -1.403  0.30
H -1.302 0.985 -1.235  0.42
H 0.669 3.716 0.765  0.35
N -0.765 -3.763 0.806  -0.29
H -1.554 -3.407 1.292  0.26
H -1.050 4.031 0.712  0.38
H 1.578 -3.951 -0.391  0.24
H -0.723 -4.545 0.167  0.26
N -0.345 1.380 -1.146  -0.20
H 0.271 1.023 -1.908  0.37

***

Entry 4:
This record from OMol25 describes a 7-piece molecular cluster, C4H24NO8 overall at a distorted geometry. The level of theory is ωB97M-V with the def2-TZVPD basis set.

Properties
Frontier orbital gap   11.117 eV
Relative energy (zero: lowest compared OMol25 entry of this formula, charge and spin)   92.4 kJ/mol
Net charge   +1
Spin multiplicity   1

Each line ends with the Mulliken charge.
Atoms and positions in Å:
O 0.205 -2.915 0.709  -0.54
C 0.567 -1.817 2.832  -1.50
H -1.546 0.487 2.398  0.31
H 2.472 -1.696 -2.240  0.36
H 1.580 -1.429 2.765  0.39
H 1.407 -0.228 1.338  0.29
H -1.440 2.030 0.050  0.31
H -1.368 4.203 -1.472  0.25
C -0.322 -1.968 1.599  0.19
H 2.451 2.529 1.286  0.29
H 1.221 -3.801 -1.737  0.33
H 0.172 -1.128 3.617  0.37
H 0.857 -2.766 3.301  0.40
H -3.651 0.802 -2.120  0.31
H -2.783 3.521 -1.009  0.31
O 1.059 -3.001 -2.254  -0.63
C -1.512 0.515 1.275  -0.73
H 0.872 -2.570 0.092  0.37
H -2.498 0.368 0.825  0.45
H -1.257 -2.408 2.005  0.32
H -0.996 1.754 -2.980  0.29
O 2.715 1.627 1.461  -0.59
O -3.433 1.233 -1.284  -0.57
O 2.659 -0.818 -1.860  -0.72
H 0.482 2.219 -2.803  0.29
N 0.810 -0.056 0.526  0.04
H 0.717 0.947 0.295  0.42
O -1.842 3.416 -1.184  -0.56
C -0.556 -0.648 0.747  0.22
O -0.170 1.569 -2.523  -0.56
H 2.373 -0.105 -2.433  0.30
H 1.347 -0.450 -0.253  0.19
H 0.122 -2.796 -2.127  0.31
O -0.954 1.735 0.848  -0.64
H -0.865 -0.874 -0.263  0.27
H -2.484 1.079 -1.231  0.17
H 3.590 1.441 1.805  0.29

***

Across the entries above, molecular weight takes the values 706.1 715.8 133.2 214.2 Da, respectively.